Record 1
# C29H44Br2Cl3N9PSTc

A molecular structure, C29H44Br2Cl3N9PSTc at a distorted geometry (the ωB97M-V functional and the def2-TZVPD basis, the OMol25 dataset).

Summary:
orbital gap (alpha / beta): 5.24 / 5.22 eV
total charge: +3
multiplicity: 2
E_LUMO (alpha / beta): -10.3 / -10.3 eV
E_HOMO (alpha / beta): -15.5594 / -15.4821 eV
strongest force on any atom: 0.13380 hartree/bohr

Each line ends with the Löwdin charge.
Element x y z (Å)
1 Tc 0.1668 0.1237 2.1823  1.093
2 Br 1.9720 4.5897 1.9986  0.654
3 Br 2.7210 1.5201 2.5294  0.641
4 Cl 1.9147 -0.3160 7.2718  0.675
5 Cl -1.0048 -0.5246 7.5701  0.669
6 Cl 0.2294 2.0863 6.9992  0.661
7 S -0.7763 2.4794 2.2774  0.571
8 P 0.3798 0.0442 -1.2655  0.705
9 N -1.1353 -0.3358 -1.8712  -0.197
10 N -2.8853 3.3698 3.5670  0.156
11 N 0.9700 -1.7799 2.2631  -0.069
12 N 1.3148 -1.2486 -1.8110  -0.208
13 N 0.8278 1.4715 -2.0358  -0.191
14 N -1.5256 -1.0628 2.1833  -0.053
15 N -3.1756 3.0262 1.3067  0.147
16 N 0.1075 0.0977 4.1522  0.013
17 N 0.4357 0.1893 0.3013  -0.242
18 C -2.7919 -0.6308 2.2060  -0.102
19 C -3.3631 0.3636 -2.5899  -0.156
20 C 0.5261 -4.1306 2.3120  0.045
21 C 0.6472 1.7027 -3.4522  -0.193
22 C -3.8851 -1.4686 2.3067  0.000
23 C 1.7771 2.3505 -1.3910  -0.215
24 C -2.4134 2.9746 2.3962  -0.847
25 C -1.3129 -2.4036 2.2372  -0.190
26 C -2.7954 -2.0494 -2.3700  -0.157
27 C 3.3313 3.3789 2.6096  -0.935
28 C 0.2141 3.1564 -3.6989  -0.163
29 C 0.3308 0.3142 6.7151  -1.544
30 C 2.7727 -3.3339 2.4043  0.008
31 C 1.8818 -4.4011 2.3929  0.019
32 C -2.3723 -3.3050 2.3159  0.040
33 C 1.4019 3.8208 -1.6236  -0.192
34 C 2.5239 -1.6127 -1.1175  -0.214
35 C 3.6793 -1.9424 -3.3076  -0.184
36 C 2.3966 -1.5176 -4.0094  -0.157
37 C -3.9117 -1.0176 -2.2380  -0.187
38 C 1.2615 4.0931 -3.1148  -0.187
39 C 1.1833 -1.8369 -3.1243  -0.193
40 C 2.2725 -2.0463 2.3327  -0.123
41 C 0.0907 -2.8074 2.2575  -0.180
42 C -3.6733 -2.8413 2.3634  0.017
43 C 0.2096 0.1459 5.3028  -0.280
44 C -1.6365 -1.6448 -1.4643  -0.214
45 C -2.1573 0.6886 -1.7076  -0.217
46 C 3.7665 -1.2622 -1.9472  -0.162
47 H 3.8150 -0.1794 -2.0764  0.109
48 H -4.8788 -1.0557 2.3453  0.129
49 H 0.2621 -1.4814 -3.5868  0.110
50 H 0.9720 5.1323 -3.2810  0.123
51 H -2.9401 0.4367 2.1470  0.082
52 H -1.7256 1.6535 -1.9776  0.098
53 H 3.6986 -3.0262 -3.1851  0.122
54 H 2.1785 4.4520 -1.1945  0.097
55 H 2.7857 2.1928 -1.7898  0.128
56 H 0.1088 3.3080 -4.7724  0.126
57 H 2.9409 -1.1960 2.3384  0.060
58 H -0.1819 -4.9432 2.3006  0.125
59 H 4.6568 -1.5832 -1.4090  0.119
60 H -4.5024 -3.5221 2.4561  0.136
61 H -2.2740 3.3753 4.3681  0.112
62 H 2.5132 -2.6954 -0.9460  0.128
63 H 0.4629 4.0422 -1.1148  0.106
64 H -2.7628 2.8617 0.4012  0.100
65 H 1.1245 -2.9247 -3.0061  0.134
66 H -2.4603 -2.0933 -3.4070  0.125
67 H -4.7415 -1.2713 -2.8967  0.124
68 H 4.2010 3.4513 1.9587  0.025
69 H -0.7528 3.3449 -3.2287  0.107
70 H -3.0661 0.3735 -3.6392  0.126
71 H -3.1446 -3.0402 -2.0783  0.122
72 H -1.9899 -1.6042 -0.4249  0.099
73 H 3.5853 3.5988 3.6452  0.022
74 H -0.0923 1.0000 -3.8381  0.116
75 H 2.2773 -2.0414 -4.9565  0.127
76 H 4.5393 -1.6646 -3.9189  0.124
77 H 2.2398 -5.4171 2.4587  0.137
78 H -4.0592 3.5184 1.3227  0.140
79 H -3.7674 3.8535 3.6661  0.142
80 H -2.1772 -4.3637 2.3590  0.125
81 H 3.8359 -3.4921 2.4686  0.132
82 H -2.4778 0.7253 -0.6547  0.098
83 H 1.5920 1.5563 -3.9875  0.122
84 H -4.2849 -1.0173 -1.2103  0.106
85 H 2.4278 -0.4479 -4.2170  0.098
86 H -0.8258 -2.3707 -1.5134  0.107
87 H 1.7687 2.1150 -0.3240  0.053
88 H -4.1278 1.1272 -2.4419  0.119
89 H 2.5340 -1.0943 -0.1549  0.077
90 H 2.2182 3.9433 -3.6181  0.124

Cartesian forces (eV/Å) of the 6 atoms listed first:
Tc -0.4328 1.4048 -6.7212
Br 0.4286 -0.0214 0.1135
Br 0.1628 -0.6007 0.0747
Cl -0.6969 0.2398 -0.4769
Cl 0.5513 0.3138 -0.6063
Cl 0.0391 -0.5681 -0.1491

=====

Record 2
# C70H154O41

15 unconnected molecules or ions with the total composition C70H154O41 at a distorted geometry (the ωB97M-V functional and the def2-TZVPD basis, the OMol25 dataset).

Summary:
orbital gap: 9.65 eV
E_LUMO: 0.5 eV
E_HOMO: -9.1691 eV
strongest force on any atom: 0.06041 hartree/bohr

Each line ends with the Löwdin charge.
Element x y z (Å)
1 O 5.1491 -3.0197 1.9356  -0.108
2 O -7.6555 -4.2501 -1.5219  -0.021
3 O -8.2592 -3.1295 -3.3940  0.062
4 O 3.6900 -4.3690 -3.7701  0.112
5 O 1.3695 3.1846 0.2663  -0.012
6 O -4.5051 6.2018 1.1313  -0.204
7 O 4.1887 6.2333 -0.5633  -0.207
8 O 2.4737 0.7672 8.1810  -0.173
9 O 8.2419 1.6750 -1.4036  -0.180
10 O -7.6484 4.6208 0.3185  -0.175
11 O -9.1508 6.1496 2.6987  -0.213
12 O 0.0183 -5.8522 0.8359  -0.005
13 O -3.5554 1.9045 5.1065  -0.190
14 O 1.8019 -5.4131 -0.3202  -0.012
15 O -6.0123 2.2963 -0.9771  -0.188
16 O 1.1776 0.5555 5.4657  -0.150
17 O 6.1232 3.6347 -1.9717  -0.174
18 O -0.3324 2.0061 -4.0612  -0.169
19 O -0.4744 4.2991 0.5247  0.029
20 O -4.0327 -3.3808 -2.3697  -0.028
21 O -0.1810 2.3444 1.6636  0.143
22 O 6.6641 2.3249 2.5233  0.037
23 O -4.0259 5.2149 3.7513  -0.139
24 O 1.5420 -7.5109 0.5437  0.064
25 O -6.0802 -0.9777 2.5006  0.081
26 O 0.8502 -0.8809 -0.3941  -0.171
27 O -0.2340 -3.8631 -5.2387  -0.032
28 O 3.7154 -0.3308 -0.5062  -0.171
29 O -4.9496 -2.8515 3.1454  -0.025
30 O 0.8209 -1.4149 3.1799  -0.211
31 O 7.6443 1.6880 4.3462  0.008
32 O -2.1646 -3.1834 -6.1809  0.073
33 O 4.0204 -5.2227 3.3251  -0.169
34 O 5.8852 2.5554 -5.9212  -0.203
35 O 4.3777 -2.9456 -5.4099  -0.036
36 O 6.8180 -2.6064 -0.2540  -0.190
37 O -2.6908 -0.5775 0.4611  -0.193
38 O -4.4509 -5.5731 -2.8493  0.115
39 O 2.7019 1.9411 -4.1945  -0.149
40 O 8.0126 0.5197 2.4321  0.090
41 O 3.1092 -4.6560 -5.9471  0.009
42 C 0.1788 3.1924 0.9184  -0.569
43 C 1.0877 0.5890 7.9063  -0.205
44 C 1.3542 -0.0887 3.2253  -0.180
45 C 1.1802 -6.3356 0.3763  -0.595
46 C -6.0685 -2.0505 3.0238  -0.554
47 C 1.8752 -1.8862 -0.1822  -0.139
48 C -1.1628 -3.8661 -6.2476  -0.479
49 C -8.0030 3.2671 0.1140  -0.195
50 C 4.5072 0.2390 -1.5026  -0.105
51 C -7.2555 -2.6339 3.6310  0.017
52 C 8.4674 0.8485 5.0878  -0.056
53 C -4.5036 7.3311 0.3217  -0.118
54 C -5.3414 5.1608 3.1611  -0.146
55 C 3.0873 -1.4651 -1.0080  -0.208
56 C -0.9484 -4.9076 -7.3454  0.023
57 C 2.9503 -3.9343 -7.1678  -0.050
58 C 5.6939 4.9845 -1.8001  -0.189
59 C -0.4153 -1.3060 0.2045  -0.158
60 C 6.6977 1.7516 -6.7213  -0.120
61 C 4.5832 1.9770 -5.6649  -0.156
62 C 7.9456 -3.1917 -0.8188  -0.134
63 C 0.5626 1.8444 -2.9623  -0.185
64 C -4.0428 -1.4733 -3.8447  -0.049
65 C -1.5263 1.2291 -3.9578  -0.087
66 C -7.8240 -4.1449 -2.8529  -0.514
67 C 0.7563 -2.0657 4.4477  -0.096
68 C 3.7950 -6.4892 2.8277  -0.114
69 C 2.1574 2.0841 0.4044  -0.087
70 C 7.2539 3.3796 -2.7884  -0.189
71 C 4.9727 -2.0310 -4.4488  0.009
72 C 7.4843 1.4307 3.0404  -0.586
73 C -2.8107 -3.7549 2.5181  -0.053
74 C -8.7281 5.5552 0.3426  -0.154
75 C -4.4076 -2.9280 -3.6635  -0.229
76 C -4.0732 -4.7207 -2.1056  -0.545
77 C 3.7747 -4.0533 -4.9342  -0.562
78 C -9.6458 5.3523 1.6125  -0.164
79 C -3.4672 0.5801 4.6006  -0.091
80 C 3.0442 -5.7607 -0.9196  -0.019
81 C -6.9218 -2.1147 -0.4689  -0.047
82 C 4.0679 -2.8873 2.8406  -0.184
83 C -7.5365 -5.4487 -3.6147  0.034
84 C 1.8041 2.6322 -3.2974  -0.164
85 C -0.6665 -6.7322 1.7545  -0.018
86 C 8.6384 0.2793 -1.3553  -0.081
87 C 6.1164 1.9595 1.2249  -0.001
88 C -3.5877 0.4723 0.1965  -0.090
89 C -1.4689 -0.3509 -0.2170  -0.206
90 C -3.5155 -4.9304 -0.7626  0.025
91 C -3.6897 2.8378 4.0658  -0.214
92 C 3.7533 2.7963 -4.6461  -0.172
93 C 2.7517 2.0773 8.6803  -0.112
94 C -8.0342 -3.1426 -0.6867  -0.207
95 C 4.5848 4.9137 -0.8191  -0.246
96 C 0.5610 1.1412 6.5793  -0.197
97 C -5.2226 3.4352 -1.2320  -0.091
98 C -5.5040 6.2920 2.1365  -0.178
99 C 5.9019 -1.8522 1.7473  -0.204
100 C 0.6669 0.8784 4.1783  -0.170
101 C 0.7637 -2.6013 -3.5321  -0.035
102 C 3.0569 6.3902 0.2991  -0.078
103 C -0.5881 -3.0567 -4.0748  -0.185
104 C -9.6808 7.4914 2.6887  -0.088
105 C 7.1585 -2.2059 1.0650  -0.199
106 C -3.7637 -2.5893 2.3434  -0.207
107 C 3.2714 -4.1456 2.7986  -0.182
108 C 7.6690 1.9387 -2.6955  -0.201
109 C -3.8564 4.2127 4.7035  -0.195
110 C -1.7410 4.3752 1.1224  -0.051
111 C -6.7928 2.3743 0.1831  -0.204
112 H 3.7294 2.0214 9.1473  0.084
113 H 6.1041 -1.3568 2.6960  0.128
114 H -10.7138 7.4373 2.2811  0.091
115 H 5.3357 5.5222 -2.6740  0.130
116 H -2.6391 -3.8817 3.5870  0.087
117 H -5.8625 4.2783 -1.5437  0.094
118 H 1.2515 0.2143 2.2081  0.083
119 H -5.9542 -2.5513 -0.2125  0.061
120 H 2.3361 2.7815 -2.3680  0.093
121 H -1.6244 -0.3992 -1.3315  0.133
122 H -6.4483 -5.5011 -3.7735  0.065
123 H 6.4882 5.6248 -1.2859  0.155
124 H -5.3635 7.3184 -0.3729  0.093
125 H 2.5676 -2.9220 -7.0134  0.098
126 H 3.9682 1.8266 -6.5713  0.134
127 H 6.7203 1.3482 -2.8104  0.124
128 H 8.7598 -2.4698 -0.8005  0.072
129 H 8.0560 4.0756 -2.3978  0.149
130 H -7.0899 -3.1875 4.5406  0.086
131 H 1.5198 3.6029 -3.7262  0.140
132 H 5.2060 -0.4880 -1.9664  0.093
133 H 5.1072 1.0795 -1.0871  0.081
134 H -1.0865 0.6555 0.0468  0.116
135 H -7.8586 -6.2176 -2.9147  0.087
136 H 5.3293 -1.1749 1.0826  0.118
137 H -4.3020 -1.2524 -4.8749  0.085
138 H -1.2562 0.1509 -3.8776  0.070
139 H -8.2499 6.5336 0.3941  0.109
140 H 4.6681 -7.1151 3.0921  0.096
141 H 6.7836 2.1818 0.4188  0.074
142 H -2.0176 1.3565 -4.8929  0.082
143 H 0.4844 1.0233 8.7388  0.127
144 H 6.9727 3.6663 -3.7953  0.112
145 H 3.8249 -3.7649 -7.7849  0.093
146 H 9.0503 0.2810 4.3373  0.099
147 H 9.2095 1.4532 5.5830  0.091
148 H -4.5370 2.5063 3.4576  0.115
149 H 7.5633 -3.1091 1.5225  0.134
150 H 3.7119 4.2994 -1.2075  0.124
151 H -6.1410 2.8491 0.9231  0.112
152 H 2.8967 2.8469 7.9210  0.079
153 H -1.6368 -6.8747 1.3129  0.081
154 H 4.8031 0.9786 -5.2330  0.105
155 H 6.8940 0.8044 -6.2855  0.070
156 H 7.9211 0.2033 5.7460  0.093
157 H 5.7745 -2.5478 -3.8896  0.108
158 H -5.4597 -2.9998 -3.8349  0.104
159 H -0.0239 -1.6688 5.0913  0.080
160 H 0.7347 2.2422 6.5935  0.133
161 H -8.3523 -3.6301 0.2667  0.123
162 H -2.9226 -1.3703 -3.6996  0.062
163 H -3.5884 7.3384 -0.2550  0.085
164 H 4.8661 4.4125 0.1723  0.135
165 H -1.8987 -5.3470 -7.6287  0.084
166 H 0.8516 1.8727 3.8085  0.111
167 H -9.6109 4.3160 1.9477  0.110
168 H 0.5577 -3.1397 4.3121  0.082
169 H 1.2816 -2.0098 -4.3138  0.102
170 H 4.4500 -2.7168 3.8241  0.126
171 H -4.3715 0.4074 0.9852  0.093
172 H 4.1838 -1.6787 -3.8400  0.063
173 H 2.4077 -0.1395 3.5366  0.134
174 H -0.3386 -1.3465 1.3138  0.121
175 H -4.5935 8.2473 0.9251  0.090
176 H -2.5030 -4.5011 -0.7471  0.098
177 H -0.7450 -6.2482 2.7287  0.094
178 H 2.1983 -4.5149 -7.6865  0.086
179 H 3.9319 0.7788 -2.2449  0.083
180 H 2.8413 -6.9298 3.2550  0.105
181 H -3.4852 -5.9937 -0.4712  0.103
182 H -10.6580 5.6533 1.3696  0.105
183 H -9.6236 7.8722 3.7070  0.082
184 H -9.3191 5.5525 -0.6050  0.131
185 H -0.1630 -7.6506 1.8900  0.073
186 H -1.2327 -3.6939 -3.4630  0.131
187 H -0.5284 0.9172 6.5526  0.132
188 H -3.2156 -1.7349 2.7732  0.111
189 H 8.8846 0.0237 -0.3176  0.083
190 H -3.3945 -0.0424 5.4937  0.095
191 H -4.5857 -0.7836 -3.1642  0.083
192 H -0.6566 -2.2944 -0.2008  0.124
193 H -4.4036 0.3677 4.0298  0.087
194 H 2.3570 -4.0591 3.4045  0.117
195 H -8.6528 2.8908 0.9182  0.117
196 H 3.7362 -6.4530 1.7119  0.076
197 H 5.1245 2.4133 1.1466  0.080
198 H 2.0855 -1.9875 0.9063  0.121
199 H 7.6233 2.2850 -6.9160  0.092
200 H -2.1273 1.4829 -3.0870  0.078
201 H 8.3683 1.7883 -3.5275  0.131
202 H 5.4503 -1.2430 -4.9767  0.066
203 H 3.8636 -5.2910 -0.3414  0.099
204 H 0.5008 -2.0098 -2.6724  0.050
205 H -2.3500 5.2492 0.8521  0.094
206 H -6.4523 6.0610 1.6648  0.090
207 H 6.2535 1.7065 -7.7013  0.084
208 H -2.7812 2.8562 3.4357  0.121
209 H -3.9502 0.3179 -0.8179  0.078
210 H 1.5432 -2.8398 -0.5952  0.106
211 H -1.9198 -3.4482 2.0075  0.067
212 H 1.3481 -3.5030 -3.2187  0.091
213 H 3.1296 -5.3385 -1.8956  0.051
214 H 3.1237 2.2227 -0.0425  0.067
215 H -2.8680 4.4545 5.1240  0.142
216 H 2.7321 -1.3084 -2.0200  0.098
217 H -4.4631 3.1123 -1.9604  0.092
218 H 9.4784 0.1063 -2.0605  0.097
219 H 3.7676 -2.3530 -1.1156  0.147
220 H 0.9564 -0.5149 7.9277  0.132
221 H 7.7079 -3.3387 -1.9015  0.098
222 H 2.9788 -4.2829 1.7578  0.113
223 H 0.1740 2.2462 -2.0217  0.120
224 H -4.1297 -4.3445 -0.1061  0.066
225 H -6.0987 5.1555 3.9623  0.136
226 H -0.4047 0.6811 4.0930  0.117
227 H -2.6067 0.4809 3.9513  0.065
228 H -1.1821 -2.2366 -4.4264  0.074
229 H 1.9849 2.4924 9.3305  0.083
230 H -7.2478 1.4267 0.5086  0.132
231 H 1.6884 -1.9642 5.0109  0.095
232 H -6.8650 -1.4484 -1.3523  0.089
233 H -3.2100 -4.6881 2.1178  0.067
234 H -8.1047 -5.3895 -4.5310  0.083
235 H -2.2752 3.4366 1.0293  0.071
236 H -4.1321 -2.3176 1.3604  0.096
237 H -0.5516 -4.4940 -8.3012  0.096
238 H -5.4442 4.2026 2.6132  0.104
239 H 3.4566 -2.0124 2.5920  0.106
240 H 2.2393 1.8292 1.4721  0.101
241 H -0.2640 -5.6301 -6.9436  0.071
242 H -7.1734 -1.4929 0.4274  0.069
243 H -4.6831 3.7654 -0.3243  0.078
244 H -8.9201 -2.6670 -1.0710  0.111
245 H -3.8676 -3.5604 -4.3783  0.114
246 H -4.7013 4.2066 5.3710  0.122
247 H 0.7933 0.7930 -2.7669  0.121
248 H 3.1737 -6.8486 -0.8281  0.104
249 H 4.3608 3.1251 -3.7987  0.110
250 H -8.4881 3.1714 -0.8658  0.142
251 H 3.2038 5.7517 1.2041  0.094
252 H -5.4693 7.2768 2.6363  0.135
253 H -3.1287 1.5027 0.1860  0.087
254 H -1.6719 4.4014 2.2065  0.086
255 H 3.1724 7.4023 0.6923  0.085
256 H -8.0325 -1.8917 3.8087  0.099
257 H 5.9782 0.8809 1.1616  0.074
258 H -7.5332 -3.4615 2.9631  0.099
259 H 8.2454 -4.1199 -0.3403  0.091
260 H 2.1550 6.1627 -0.3119  0.101
261 H 3.3478 3.6719 -5.1889  0.135
262 H 7.8868 -0.3786 -1.7400  0.057
263 H 7.8887 -1.3852 0.9965  0.103
264 H 1.7498 1.1925 -0.0726  0.084
265 H -9.0232 8.1682 2.0960  0.088

Cartesian forces (eV/Å) of the 6 atoms listed first:
O -0.2702 -0.5882 0.0436
O 0.2841 -0.1877 -0.2899
O 0.8225 -1.2940 0.9366
O 0.4963 -0.1218 -1.1446
O -1.8696 2.4417 -0.4386
O 0.2206 -0.3887 0.8905